Entry from the OMol25 dataset: the molecule C16H24N4O3S at a distorted geometry (the ωB97M-V functional and the def2-TZVPD basis).

Highest occupied orbital energy, hartree: -0.33773
Strongest force on any atom, eV/A: 1.17
E_tot, a.u.: -1467.0327
SMILES: O=C(NCc1ccccn1)C1CCN(S(=O)(=O)N2CCCC2)CC1
ΔE to the lowest compared entry with this formula, charge and spin, kcal/mol: 48.9

The geometry in ORCA input format:
```
! RIJCOSX wB97M-V def2-TZVPD def2/J DEFGRID3
* xyz 0 1
O 3.938 1.276 -1.542
C 2.757 0.990 -1.529
N 2.293 -0.218 -1.165
C 3.178 -1.261 -0.696
C 2.958 -1.597 0.759
C 1.679 -1.802 1.273
C 1.549 -2.105 2.617
C 2.690 -2.203 3.399
C 3.915 -1.994 2.787
N 4.047 -1.697 1.507
C 1.704 2.044 -1.899
C 0.596 1.554 -2.849
C -0.780 2.019 -2.374
N -1.067 1.552 -1.029
S -1.613 -0.014 -0.965
O -2.597 -0.186 -1.988
O -0.525 -0.959 -0.942
N -2.251 0.016 0.575
C -2.502 -1.300 1.159
C -4.030 -1.506 1.174
C -4.582 -0.304 0.402
C -3.503 0.755 0.621
C -0.032 1.823 -0.035
C 1.120 2.643 -0.606
H 1.303 -0.430 -1.159
H 4.205 -0.910 -0.826
H 3.026 -2.165 -1.299
H 0.813 -1.733 0.634
H 0.570 -2.268 3.048
H 2.630 -2.437 4.451
H 4.841 -2.064 3.345
H 2.276 2.840 -2.387
H 0.581 0.464 -2.904
H 0.773 1.929 -3.858
H -0.854 3.110 -2.383
H -1.566 1.610 -3.009
H -1.981 -2.046 0.560
H -2.086 -1.309 2.170
H -4.313 -2.450 0.714
H -4.396 -1.499 2.201
H -5.559 0.013 0.759
H -4.639 -0.529 -0.662
H -3.482 1.525 -0.147
H -3.591 1.218 1.609
H -0.500 2.365 0.794
H 0.333 0.870 0.357
H 1.908 2.715 0.146
H 0.765 3.655 -0.810
*
```

Now the Löwdin charges, all in e: O 0.062; C -0.471; N 0.088; C -0.098; C -0.256; C -0.017; C -0.067; C -0.072; C -0.145; N 0.110; C -0.202; C -0.110; C -0.187; N -0.218; S 0.649; O -0.250; O -0.309; N -0.218; C -0.178; C -0.149; C -0.164; C -0.196; C -0.185; C -0.115; H 0.074; H 0.121; H 0.133; H 0.080; H 0.099; H 0.097; H 0.104; H 0.145; H 0.108; H 0.122; H 0.130; H 0.114; H 0.110; H 0.117; H 0.110; H 0.108; H 0.112; H 0.101; H 0.114; H 0.129; H 0.123; H 0.099; H 0.131; H 0.118


Entry from the OMol25 dataset: a 6-piece molecular cluster, C16H24N4O4 overall at a distorted geometry (the ωB97M-V functional and the def2-TZVPD basis).

Highest occupied orbital energy, hartree: -0.37542
Strongest force on any atom, eV/A: 1.73
E_tot, a.u.: -1144.0291
SMILES: O=C1CCCO1.O=C1CCCO1.CC#N.CC#N.CC#N.CC#N
ΔE to the lowest compared entry with this formula, charge and spin, kcal/mol: 106.0

The geometry in ORCA input format:
```
! RIJCOSX wB97M-V def2-TZVPD def2/J DEFGRID3
* xyz 0 1
O -0.641 -1.241 0.955
C -1.480 -2.039 1.292
C -1.336 -3.394 1.996
C -2.660 -4.082 1.651
C -3.648 -2.906 1.532
O -2.812 -1.762 1.130
H -0.430 -3.932 1.691
H -1.249 -3.206 3.078
H -2.521 -4.466 0.636
H -2.940 -4.900 2.314
H -4.349 -3.127 0.720
H -4.151 -2.599 2.445
O -2.870 2.169 -0.488
C -2.282 2.112 0.571
C -2.901 2.064 1.925
C -1.721 2.391 2.912
C -0.530 1.937 2.048
O -0.952 2.130 0.700
H -3.704 2.793 1.986
H -3.325 1.070 2.136
H -1.630 3.481 2.986
H -1.766 1.842 3.852
H 0.393 2.482 2.239
H -0.387 0.881 2.285
C 1.869 3.612 -4.085
C 3.305 3.601 -4.337
N 4.445 3.589 -4.533
H 1.655 3.998 -3.092
H 1.480 2.588 -4.150
H 1.292 4.155 -4.833
C 4.066 0.632 -0.156
C 3.209 1.662 -0.740
N 2.548 2.463 -1.214
H 3.446 -0.006 0.484
H 4.889 1.174 0.316
H 4.439 -0.027 -0.942
C 2.424 -2.875 -0.015
C 2.925 -2.300 -1.257
N 3.323 -1.825 -2.218
H 1.463 -2.403 0.194
H 3.108 -2.623 0.794
H 2.430 -3.958 -0.167
C -0.086 0.478 -1.914
C -1.003 -0.517 -2.486
N -1.691 -1.303 -2.943
H 0.482 0.015 -1.108
H -0.631 1.306 -1.457
H 0.507 0.867 -2.734
*
```

Now the Löwdin charges, all in e: O 0.089; C -0.446; C -0.077; C -0.148; C -0.115; O 0.005; H 0.119; H 0.132; H 0.121; H 0.118; H 0.128; H 0.122; O 0.112; C -0.498; C -0.064; C -0.119; C -0.162; O 0.009; H 0.122; H 0.125; H 0.115; H 0.111; H 0.127; H 0.103; C -0.102; C -0.291; N 0.115; H 0.055; H 0.067; H 0.078; C -0.063; C -0.251; N 0.170; H 0.073; H 0.088; H 0.057; C -0.056; C -0.293; N 0.152; H 0.057; H 0.082; H 0.090; C -0.067; C -0.278; N 0.117; H 0.056; H 0.056; H 0.060


Entry from the OMol25 dataset: the molecule C16H24N6O at a distorted geometry (the ωB97M-V functional and the def2-TZVPD basis).

Highest occupied orbital energy, hartree: -0.32345
Strongest force on any atom, eV/A: 3.29
E_tot, a.u.: -1027.7823
SMILES: C=CCCCCCCCC/C=N/Nc1nc(=O)[nH]c2[nH]ncc12
ΔE to the lowest compared entry with this formula, charge and spin, kcal/mol: 18.6

The geometry in ORCA input format:
```
! RIJCOSX wB97M-V def2-TZVPD def2/J DEFGRID3
* xyz 0 1
C -2.387 -1.035 6.383
C -3.118 -1.100 5.207
C -2.891 -0.098 4.093
C -2.307 -0.827 2.857
C -2.155 0.134 1.699
C -1.708 -0.518 0.370
C -0.238 -1.056 0.511
C 0.261 -1.560 -0.873
C 1.632 -2.248 -0.772
C 2.415 -2.074 -2.087
C 2.800 -0.638 -2.236
N 3.767 -0.143 -1.510
N 3.967 1.236 -1.430
C 3.037 2.256 -1.206
N 1.783 2.048 -0.988
C 0.951 3.101 -0.636
O -0.186 2.929 -0.216
N 1.449 4.407 -0.511
C 2.762 4.693 -0.877
N 3.583 5.798 -1.005
N 4.827 5.496 -1.511
C 4.795 4.176 -1.627
C 3.518 3.609 -1.228
H -1.673 -0.249 6.599
H -2.575 -1.708 7.229
H -3.885 -1.875 5.065
H -3.864 0.334 3.826
H -2.249 0.707 4.387
H -3.048 -1.584 2.570
H -1.351 -1.284 3.118
H -1.445 0.956 1.926
H -3.153 0.571 1.531
H -2.365 -1.384 0.164
H -1.844 0.185 -0.474
H -0.337 -1.942 1.122
H 0.431 -0.261 0.905
H -0.443 -2.267 -1.302
H 0.342 -0.694 -1.552
H 2.233 -1.851 0.044
H 1.480 -3.335 -0.597
H 1.758 -2.346 -2.929
H 3.326 -2.645 -2.074
H 2.291 -0.044 -2.971
H 4.900 1.528 -1.321
H 0.790 5.129 -0.217
H 3.278 6.711 -0.635
H 5.720 3.633 -1.947
*
```

Now the Löwdin charges, all in e: C -0.004; C -0.171; C -0.229; C -0.228; C -0.240; C -0.207; C -0.193; C -0.219; C -0.211; C -0.188; C -0.141; N 0.060; N 0.043; C -0.260; N 0.196; C -0.505; O 0.037; N 0.177; C -0.196; N 0.029; N 0.039; C -0.095; C -0.110; H 0.043; H 0.041; H 0.098; H 0.112; H 0.100; H 0.117; H 0.111; H 0.117; H 0.112; H 0.109; H 0.110; H 0.098; H 0.122; H 0.110; H 0.100; H 0.104; H 0.117; H 0.118; H 0.104; H 0.114; H 0.105; H 0.163; H 0.169; H 0.123


Entry from the OMol25 dataset: the molecule C16H24N6O2S2 at a distorted geometry (the ωB97M-V functional and the def2-TZVPD basis).

Highest occupied orbital energy, hartree: -0.31773
Strongest force on any atom, eV/A: 1.76
E_tot, a.u.: -1899.4876
SMILES: CCCc1nnc(SCC(=O)Nc2nnc(CC)s2)n1C[C@@H]1CCCO1
ΔE to the lowest compared entry with this formula, charge and spin, kcal/mol: 3.7

The geometry in ORCA input format:
```
! RIJCOSX wB97M-V def2-TZVPD def2/J DEFGRID3
* xyz 0 1
C -1.606 -3.429 0.509
C -0.690 -4.166 -0.459
C -0.497 -3.390 -1.765
C 0.279 -2.143 -1.540
N 1.195 -1.992 -0.630
N 1.709 -0.758 -0.740
C 1.100 -0.161 -1.733
S 1.431 1.444 -2.313
C 3.049 1.734 -1.518
C 2.915 2.271 -0.104
O 3.163 3.421 0.184
N 2.505 1.341 0.797
C 2.326 1.642 2.116
N 1.890 0.798 2.988
N 1.807 1.308 4.212
C 2.170 2.535 4.305
C 2.172 3.330 5.558
C 1.745 2.497 6.761
S 2.684 3.230 2.766
N 0.174 -0.993 -2.291
C -0.703 -0.679 -3.382
C -1.772 0.364 -2.989
C -2.589 -0.052 -1.750
C -4.033 0.203 -2.184
C -3.936 -0.016 -3.692
O -2.682 0.523 -4.063
H -1.177 -2.466 0.775
H -1.731 -4.006 1.421
H -2.590 -3.269 0.070
H -1.114 -5.144 -0.694
H 0.285 -4.310 0.005
H -1.470 -3.155 -2.204
H 0.051 -4.011 -2.481
H 3.592 0.790 -1.533
H 3.544 2.482 -2.136
H 2.281 0.382 0.475
H 1.499 4.183 5.431
H 3.177 3.733 5.713
H 1.755 3.107 7.661
H 0.745 2.103 6.608
H 2.421 1.657 6.893
H -0.116 -0.276 -4.212
H -1.195 -1.594 -3.716
H -1.275 1.330 -2.836
H -2.307 0.521 -0.870
H -2.441 -1.110 -1.532
H -4.745 -0.466 -1.707
H -4.316 1.234 -1.977
H -4.701 0.508 -4.265
H -3.979 -1.088 -3.934
*
```

Now the Löwdin charges, all in e: C -0.105; C -0.252; C -0.135; C -0.302; N 0.100; N -0.001; C -0.596; S 1.020; C -0.337; C -0.558; O -0.001; N 0.100; C -0.578; N 0.007; N -0.009; C -0.601; C -0.261; C -0.113; S 1.127; N 0.002; C -0.086; C -0.316; C -0.108; C -0.141; C -0.194; O -0.094; H 0.069; H 0.072; H 0.067; H 0.107; H 0.103; H 0.103; H 0.125; H 0.089; H 0.087; H 0.098; H 0.110; H 0.109; H 0.069; H 0.071; H 0.073; H 0.132; H 0.134; H 0.118; H 0.124; H 0.096; H 0.113; H 0.117; H 0.124; H 0.123


Entry from the OMol25 dataset: the molecule C16H24N6OS at a distorted geometry (the ωB97M-V functional and the def2-TZVPD basis).

Highest occupied orbital energy, hartree: -0.28552
Strongest force on any atom, eV/A: 1.38
E_tot, a.u.: -1426.0948
SMILES: CCc1c(C)nc(N)n2c(SCC(=O)N3CCC(C)CC3)nnc12

The geometry in ORCA input format:
```
! RIJCOSX wB97M-V def2-TZVPD def2/J DEFGRID3
* xyz 0 1
C -3.560 -4.147 -0.617
C -3.320 -2.785 -1.271
C -2.948 -1.762 -0.242
C -3.820 -0.904 0.377
C -5.283 -0.861 0.065
N -3.423 -0.013 1.325
C -2.187 0.069 1.697
N -1.812 1.011 2.591
N -1.232 -0.756 1.153
C 0.121 -0.970 1.290
S 1.157 -0.088 2.379
C 2.777 -0.836 1.992
C 3.721 0.228 1.446
O 4.567 0.707 2.179
N 3.579 0.603 0.161
C 2.600 0.144 -0.797
C 1.587 1.256 -1.080
C 2.304 2.502 -1.605
C 1.319 3.643 -1.839
C 3.392 2.908 -0.608
C 4.337 1.739 -0.327
N 0.510 -1.917 0.480
N -0.543 -2.361 -0.214
C -1.599 -1.686 0.172
H -2.653 -4.481 -0.121
H -4.358 -4.086 0.120
H -3.836 -4.881 -1.369
H -2.494 -2.877 -1.977
H -4.214 -2.468 -1.809
H -5.761 -0.137 0.718
H -5.442 -0.564 -0.971
H -5.738 -1.837 0.212
H -2.558 1.504 3.050
H -0.915 0.958 3.042
H 3.184 -1.183 2.942
H 2.588 -1.673 1.325
H 2.094 -0.758 -0.457
H 3.131 -0.101 -1.725
H 0.855 0.900 -1.807
H 1.057 1.507 -0.158
H 2.781 2.249 -2.559
H 1.834 4.519 -2.226
H 0.556 3.347 -2.555
H 0.827 3.918 -0.908
H 3.966 3.750 -0.998
H 2.926 3.219 0.330
H 5.070 2.006 0.436
H 4.860 1.446 -1.243
*
```

Now the Löwdin charges, all in e: C -0.087; C -0.199; C -0.140; C -0.269; C -0.026; N 0.156; C -0.373; N 0.172; N 0.113; C -0.599; S 1.006; C -0.317; C -0.530; O 0.046; N -0.057; C -0.144; C -0.149; C -0.391; C -0.073; C -0.140; C -0.132; N 0.001; N 0.087; C -0.228; H 0.072; H 0.070; H 0.070; H 0.109; H 0.104; H 0.076; H 0.085; H 0.080; H 0.113; H 0.028; H 0.087; H 0.071; H 0.081; H 0.134; H 0.122; H 0.103; H 0.142; H 0.076; H 0.076; H 0.080; H 0.118; H 0.127; H 0.120; H 0.131


Entry from the OMol25 dataset: a 4-piece molecular cluster, C16H24O12 overall at a distorted geometry (the ωB97M-V functional and the def2-TZVPD basis).

Highest occupied orbital energy, hartree: -0.39462
Strongest force on any atom, eV/A: 5.54
E_tot, a.u.: -1526.9123
SMILES: C[C@H]1COC(=O)O1.C[C@H]1COC(=O)O1.C[C@H]1COC(=O)O1.C[C@H]1COC(=O)O1
ΔE to the lowest compared entry with this formula, charge and spin, kcal/mol: 68.4

The geometry in ORCA input format:
```
! RIJCOSX wB97M-V def2-TZVPD def2/J DEFGRID3
* xyz 0 1
C -7.943 1.389 4.971
C -8.147 0.158 4.211
C -7.629 -1.161 4.900
O -8.715 -1.977 4.555
C -9.808 -1.275 4.055
O -10.829 -1.783 3.671
O -9.547 -0.032 3.983
H -6.964 1.425 5.449
H -8.599 1.587 5.819
H -7.854 2.274 4.342
H -7.873 0.185 3.156
H -7.777 -1.092 5.978
H -6.665 -1.559 4.585
C 9.885 6.141 -0.582
C 9.973 7.564 -1.226
C 10.983 8.417 -0.494
O 11.950 8.787 -1.454
C 11.663 8.286 -2.617
O 12.280 8.407 -3.678
O 10.477 7.688 -2.554
H 10.740 5.980 0.075
H 9.846 5.308 -1.284
H 8.998 6.114 0.050
H 9.008 8.070 -1.245
H 11.407 7.889 0.360
H 10.629 9.356 -0.070
C 3.111 -0.116 0.742
C 1.892 -0.264 -0.036
C 1.144 -1.530 0.047
O -0.236 -1.065 0.033
C -0.361 0.220 0.261
O -1.412 0.872 0.261
O 0.863 0.773 0.176
H 2.875 -0.318 1.786
H 3.498 0.903 0.712
H 3.832 -0.880 0.450
H 2.132 -0.214 -1.098
H 1.451 -2.082 0.935
H 1.355 -2.135 -0.835
C -5.249 -6.442 -3.361
C -4.213 -7.478 -3.796
C -3.210 -6.970 -4.869
O -2.055 -6.743 -4.103
C -2.140 -7.327 -2.900
O -1.353 -7.160 -1.946
O -3.427 -7.627 -2.661
H -4.729 -5.554 -3.002
H -5.776 -6.862 -2.505
H -5.916 -6.186 -4.185
H -4.799 -8.333 -4.133
H -3.622 -6.012 -5.185
H -3.144 -7.620 -5.742
*
```

Now the Löwdin charges, all in e: C -0.039; C -0.300; C -0.076; O 0.025; C -0.590; O 0.146; O 0.117; H 0.089; H 0.102; H 0.090; H 0.164; H 0.133; H 0.139; C -0.004; C -0.277; C -0.104; O 0.106; C -0.579; O 0.118; O 0.091; H 0.072; H 0.085; H 0.081; H 0.150; H 0.124; H 0.137; C -0.029; C -0.357; C -0.071; O 0.089; C -0.560; O 0.110; O 0.091; H 0.095; H 0.098; H 0.102; H 0.153; H 0.136; H 0.142; C -0.026; C -0.332; C -0.088; O 0.079; C -0.495; O 0.105; O 0.074; H 0.096; H 0.090; H 0.088; H 0.148; H 0.128; H 0.132